{"formula": "C16H40O7", "method": "ωB97M-V/def2-TZVPD", "orbital_gap_ev": 9.46, "lumo_energy_ha": 0.0150, "smiles": "C1CCOC1.C1CCOC1.C1CCOC1.CO.CO.CO.CO", "e_above_lowest_kcal_mol": 0.0, "fmax_ha_per_bohr": 0.020, "spin_multiplicity": 1, "species": ["C", "C", "C", "O", "C", "H", "H", "H", "H", "H", "H", "H", "H", "C", "C", "C", "O", "C", "H", "H", "H", "H", "H", "H", "H", "H", "C", "C", "C", "O", "C", "H", "H", "H", "H", "H", "H", "H", "H", "C", "O", "H", "H", "H", "H", "C", "O", "H", "H", "H", "H", "C", "O", "H", "H", "H", "H", "C", "O", "H", "H", "H", "H"], "xyz": [[-1.373, -0.976, 3.074], [-0.869, -0.632, 4.472], [-0.796, -2.020, 5.099], [-0.450, -2.906, 4.026], [-0.465, -2.155, 2.789], [-1.224, -0.165, 2.363], [-2.419, -1.283, 3.065], [-1.467, 0.084, 5.032], [0.142, -0.227, 4.362], [-1.770, -2.348, 5.480], [-0.064, -2.091, 5.906], [-0.799, -2.814, 1.994], [0.566, -1.814, 2.661], [-3.628, 2.194, -1.540], [-3.604, 0.661, -1.634], [-3.168, 0.491, -3.074], [-3.787, 1.535, -3.822], [-4.090, 2.597, -2.950], [-2.618, 2.562, -1.341], [-4.291, 2.560, -0.758], [-4.580, 0.238, -1.403], [-2.843, 0.244, -0.972], [-3.403, -0.470, -3.534], [-2.074, 0.578, -3.152], [-5.177, 2.741, -2.973], [-3.626, 3.539, -3.257], [1.736, 2.487, 1.657], [3.203, 2.715, 1.421], [3.237, 2.718, -0.105], [2.082, 3.449, -0.505], [1.112, 3.380, 0.548], [1.409, 2.777, 2.655], [1.445, 1.450, 1.481], [3.869, 1.980, 1.871], [3.469, 3.716, 1.770], [3.159, 1.682, -0.470], [4.119, 3.189, -0.533], [0.190, 2.972, 0.127], [0.904, 4.390, 0.919], [1.153, 1.684, -3.453], [0.710, 0.397, -3.853], [1.475, 2.192, -4.363], [0.337, 2.276, -3.017], [1.991, 1.667, -2.750], [0.280, -0.082, -3.121], [-0.184, -0.595, -0.679], [-0.502, -1.289, -1.880], [-0.690, -1.069, 0.162], [0.900, -0.558, -0.537], [-0.505, 0.444, -0.774], [-0.321, -2.236, -1.762], [3.662, -1.682, 0.189], [2.482, -1.870, 0.975], [4.563, -1.954, 0.745], [3.652, -2.319, -0.706], [3.676, -0.645, -0.118], [2.513, -2.736, 1.392], [0.732, -4.840, -0.965], [-0.217, -4.053, -1.685], [1.439, -5.338, -1.636], [1.280, -4.179, -0.301], [0.246, -5.613, -0.360], [-0.729, -4.636, -2.252]], "forces_ev_per_angstrom": [[0.3663, 0.1984, -0.1860], [-0.0976, -0.0324, 0.0360], [-0.1761, -0.0921, -0.0950], [-0.0621, -0.0290, -0.1089], [0.1397, -0.1986, 0.9175], [-0.0858, 0.0462, -0.0463], [-0.0478, 0.0346, 0.0628], [-0.0916, -0.0917, -0.0004], [-0.0406, 0.0626, 0.1394], [0.0287, 0.1825, 0.1279], [0.0542, -0.0749, -0.0896], [0.1011, -0.0666, -0.1148], [-0.0922, 0.0812, -0.6542], [-0.1138, -0.2568, -0.1259], [0.5067, 0.4188, 0.1428], [0.4839, -0.3443, -0.3815], [0.1958, -0.3346, -0.1183], [-0.5037, 0.5125, 0.6368], [-0.0315, 0.0501, -0.0299], [0.0227, 0.0794, -0.0321], [-0.0447, -0.1209, -0.1463], [-0.2537, -0.1613, 0.0889], [-0.2793, 0.0659, 0.0468], [-0.0968, 0.1138, 0.0875], [0.0468, 0.0991, 0.0498], [0.0881, -0.1281, -0.2257], [-0.9264, 0.3575, -0.2759], [0.3937, 0.2161, -0.4712], [-0.0170, -0.2111, 0.1654], [0.0949, 0.0370, 0.2395], [0.1114, -0.2699, 0.2447], [-0.0842, -0.0084, -0.0196], [0.1384, -0.1149, 0.0679], [-0.0249, -0.0360, 0.0063], [0.1415, -0.0657, 0.1099], [0.1107, 0.0899, -0.0837], [0.0013, 0.0241, -0.0605], [-0.0498, -0.0454, 0.1340], [0.0717, -0.0395, -0.0746], [-0.4017, -0.1005, -0.1567], [0.0579, -0.0278, 0.1901], [0.0570, 0.0412, 0.0703], [0.1255, -0.0213, 0.0374], [-0.0410, -0.1034, 0.0243], [0.2055, 0.0889, -0.2461], [0.2487, -0.1287, -0.3407], [-0.1217, 0.3669, 0.0058], [0.1616, 0.1586, 0.2122], [-0.0735, -0.1921, 0.2995], [-0.2726, -0.0496, -0.0711], [0.0043, 0.0784, -0.0687], [-0.1988, -0.7771, -0.0035], [0.1615, 0.0833, -0.0926], [0.0110, 0.3232, 0.0799], [-0.1204, 0.1768, 0.0170], [0.1311, 0.1569, 0.0222], [0.0635, 0.0078, 0.0082], [-0.0583, -0.3331, -0.0541], [0.1878, -0.2289, 0.2180], [-0.0125, 0.1395, -0.0114], [-0.0105, 0.1550, -0.0270], [-0.0424, 0.1496, -0.0301], [-0.0400, 0.0887, -0.0462]]}

=====

{"formula": "C20H17N5O3Pd", "method": "ωB97M-V/def2-TZVPD", "orbital_gap_ev": 6.45, "lumo_energy_ha": -0.0132, "fmax_ha_per_bohr": 0.020, "spin_multiplicity": 1, "species": ["Pd", "O", "N", "O", "C", "C", "C", "C", "C", "C", "N", "C", "C", "N", "C", "C", "C", "C", "H", "H", "H", "H", "H", "H", "H", "C", "C", "O", "N", "C", "C", "C", "C", "C", "C", "N", "H", "H", "H", "H", "H", "H", "H", "H", "H", "H"], "xyz": [[-0.320, -2.282, -0.273], [-1.136, 4.496, -1.185], [-1.667, 3.511, -0.703], [-2.659, 3.545, -0.003], [-0.995, 2.181, -0.864], [1.150, 2.201, -0.340], [2.034, 1.015, -0.202], [3.354, 0.829, -0.568], [3.870, -0.459, -0.509], [3.039, -1.503, -0.138], [1.760, -1.333, 0.209], [1.282, -0.083, 0.201], [-1.190, -0.198, -0.653], [-2.056, -1.265, -0.176], [-3.239, -1.383, -0.842], [-3.810, -0.360, -1.525], [-3.162, 0.933, -1.550], [-1.910, 1.038, -1.096], [1.601, 3.158, -0.089], [3.954, 1.656, -0.925], [4.895, -0.661, -0.787], [3.408, -2.521, -0.105], [-3.772, -2.316, -0.693], [-4.806, -0.467, -1.930], [-3.720, 1.799, -1.885], [0.842, -3.272, 3.688], [0.181, -2.569, 2.527], [-0.309, -3.246, 1.607], [0.187, -1.225, 2.616], [-0.642, -0.238, 1.910], [-0.163, 0.289, 0.521], [-0.154, 1.834, 0.400], [0.320, 2.219, -1.701], [0.605, 1.085, -2.652], [0.364, -0.245, -2.539], [-0.470, -0.916, -1.703], [1.112, -4.283, 3.395], [0.130, -3.328, 4.512], [1.728, -2.739, 4.031], [0.713, -0.859, 3.389], [-0.728, 0.607, 2.592], [-1.633, -0.667, 1.771], [-0.409, 2.362, 1.318], [0.424, 3.162, -2.230], [1.185, 1.378, -3.519], [0.809, -0.879, -3.304]], "forces_ev_per_angstrom": [[0.4763, -0.8750, -0.2152], [-0.1185, -0.1712, -0.0836], [0.0951, 0.4372, 0.3627], [0.0582, -0.0837, -0.1882], [-0.0031, -0.5040, -0.0496], [0.0300, 0.0163, -0.0310], [-0.0169, -0.0277, 0.0732], [-0.0803, -0.0594, -0.0022], [0.0338, 0.0791, 0.0022], [0.0170, -0.1188, 0.1134], [-0.2380, 0.1479, -0.2402], [0.1814, 0.0630, 0.0772], [-0.2863, 0.4509, -0.1695], [0.0655, 0.1829, 0.2537], [-0.1557, 0.0546, -0.1513], [-0.0834, -0.1311, -0.0152], [0.1935, -0.0221, 0.0289], [-0.0610, 0.2216, 0.0036], [-0.0294, 0.0208, -0.0386], [0.0257, -0.0060, 0.0247], [-0.0030, -0.0239, 0.0220], [-0.0118, 0.0071, -0.0898], [0.0355, -0.0109, -0.0201], [0.0128, -0.0463, 0.0186], [0.0094, 0.0321, 0.0469], [-0.0836, -0.0947, -0.0803], [0.1792, 0.1706, 0.1637], [0.0094, 0.2655, 0.1082], [-0.1347, -0.1148, -0.0512], [0.0186, 0.1029, -0.1580], [-0.1486, -0.1379, 0.0005], [0.0074, 0.1950, 0.0359], [0.0138, -0.0064, -0.0075], [-0.0199, -0.0083, 0.1081], [0.2143, 0.0574, -0.1808], [-0.2241, -0.0367, 0.2018], [0.0040, 0.0201, -0.0213], [0.0197, -0.0043, 0.0187], [-0.0057, 0.0168, 0.0012], [0.0225, -0.0521, 0.0637], [0.0364, -0.0185, 0.0274], [-0.0238, 0.0209, 0.0047], [-0.0117, -0.0105, -0.0061], [-0.0059, 0.0306, 0.0307], [0.0091, -0.0412, -0.0120], [-0.0231, 0.0120, 0.0201]]}

=====

{"formula": "C27H33ClN2O5Sc", "method": "ωB97M-V/def2-TZVPD", "orbital_gap_ev": [4.16, 3.71], "lumo_energy_ha": [0.0950, 0.0960], "total_charge": -1, "fmax_ha_per_bohr": 0.056, "spin_multiplicity": 1, "species": ["Sc", "Cl", "N", "N", "C", "C", "C", "C", "C", "C", "H", "H", "H", "H", "H", "H", "C", "C", "C", "C", "H", "H", "H", "H", "H", "H", "O", "H", "H", "O", "H", "H", "C", "C", "C", "H", "H", "C", "C", "H", "C", "C", "C", "C", "H", "C", "H", "H", "H", "H", "H", "H", "H", "H", "O", "C", "C", "C", "C", "C", "C", "C", "O", "O", "H", "H", "H", "H", "H"], "xyz": [[-1.516, 0.079, 0.723], [-3.644, 0.042, 1.591], [-0.394, 2.048, 0.356], [-0.395, -1.897, 0.595], [-0.918, 2.813, -0.591], [-0.558, -2.683, -0.456], [1.007, 2.541, 0.562], [0.938, 3.941, -0.041], [1.945, 1.646, -0.237], [1.396, 2.606, 2.021], [1.643, 1.613, -1.295], [1.929, 0.623, 0.159], [2.970, 2.037, -0.170], [0.661, 3.188, 2.585], [2.377, 3.099, 2.110], [1.478, 1.613, 2.465], [0.656, -2.525, 1.467], [1.085, -3.746, 0.658], [0.029, -2.941, 2.787], [1.822, -1.582, 1.667], [2.296, -1.360, 0.703], [2.566, -2.051, 2.327], [1.480, -0.654, 2.133], [-0.796, -3.640, 2.597], [-0.357, -2.069, 3.324], [0.785, -3.439, 3.410], [0.239, -3.733, -0.536], [0.909, -4.703, 1.166], [2.123, -3.708, 0.306], [-0.257, 3.913, -0.894], [1.784, 4.211, -0.685], [0.768, 4.719, 0.714], [-2.073, 2.395, -1.429], [-1.523, -2.458, -1.564], [-1.166, -1.149, -2.200], [-2.531, -2.422, -1.108], [-1.491, -3.305, -2.257], [-1.399, 0.008, -1.492], [-1.512, 1.211, -2.162], [-2.545, 0.206, 3.371], [-0.931, 1.339, -3.445], [-0.405, 0.198, -4.052], [-0.842, 2.681, -4.094], [-0.528, -1.056, -3.458], [0.084, 0.288, -5.026], [0.012, -2.290, -4.109], [0.662, -2.020, -4.948], [-0.794, -2.926, -4.501], [0.595, -2.890, -3.399], [-1.836, 3.075, -4.348], [-0.260, 2.614, -5.020], [-0.357, 3.415, -3.435], [-2.396, 3.215, -2.075], [-2.903, 2.126, -0.750], [-1.465, 2.622, 5.712], [-0.206, 2.128, 5.649], [0.777, 2.771, 6.398], [2.085, 2.301, 6.373], [2.429, 1.167, 5.629], [1.472, 0.511, 4.864], [0.156, 1.007, 4.828], [-0.768, 0.585, 3.837], [-2.057, 0.528, 4.191], [-0.464, 0.297, 2.642], [-2.053, 1.990, 5.247], [0.488, 3.636, 6.994], [2.846, 2.820, 6.957], [3.454, 0.795, 5.635], [1.696, -0.394, 4.298]], "forces_ev_per_angstrom": [[2.0738, 0.1366, 0.3127], [-1.5309, -0.0673, 0.4012], [-0.6034, 0.9294, -1.5952], [0.0407, -1.1232, -1.2919], [0.5133, -1.6267, 1.9195], [-0.1594, 1.5497, 1.5611], [-0.6381, -0.1508, 0.1115], [-0.5935, 0.4156, -0.4209], [0.1108, -0.1806, -0.1635], [0.3552, 0.1321, 0.1632], [0.0501, -0.0249, 0.2227], [-0.0356, 0.3512, -0.1494], [-0.1017, -0.0906, -0.0225], [0.0956, -0.1452, 0.0323], [-0.2001, -0.0652, 0.0361], [-0.0802, 0.1956, -0.0605], [-0.5615, 0.3532, -0.3149], [-0.1194, -0.5166, -0.8206], [-0.0843, -0.0493, 0.2065], [0.2678, 0.1815, 0.1371], [-0.0448, -0.0483, 0.1800], [-0.0620, 0.0906, -0.1445], [0.0809, -0.1611, -0.1282], [0.1289, 0.1258, 0.1099], [0.0820, -0.1559, -0.0936], [-0.1705, 0.0546, -0.0383], [0.8387, -1.1217, 0.2879], [0.0333, 0.2469, -0.0718], [-0.2047, 0.0446, 0.1458], [1.0500, 0.9727, -0.3763], [-0.1545, -0.0996, 0.2043], [0.0785, -0.1783, -0.1269], [0.2161, 0.6648, 0.5532], [0.3291, -0.4666, 0.4488], [1.0226, 0.1250, -1.9204], [0.1629, 0.2515, -0.2144], [0.0871, 0.1210, 0.1467], [-1.9778, -0.0826, 2.0690], [0.9110, 0.0618, -2.0087], [0.0852, 0.6537, 1.0127], [-0.5886, 0.0238, 0.8861], [0.2053, 0.1623, -0.1800], [0.0880, 0.3505, -0.4216], [-0.6873, -0.4143, 0.8673], [-0.0748, -0.0303, 0.2278], [0.1267, -0.2455, -0.4033], [-0.0455, -0.1094, 0.0553], [0.1438, 0.0284, 0.0319], [-0.0961, 0.0786, -0.1961], [0.1481, -0.0163, 0.0040], [-0.0828, 0.0930, 0.0643], [-0.1020, -0.1341, -0.1868], [0.0747, -0.1041, 0.1037], [0.1037, -0.1904, -0.3261], [-0.5911, -0.2747, -0.3746], [1.3150, 0.0720, 1.1389], [-1.2063, -0.3133, -0.3953], [1.0956, -0.1949, 0.1117], [0.0223, -0.0757, -0.1103], [0.7540, 0.2442, 0.2113], [-1.2930, 0.4676, -0.4902], [1.3028, 0.4334, 0.9158], [-1.8866, -0.4821, -0.6100], [-0.0293, -1.1187, -1.2905], [0.2076, 0.3368, 0.1484], [0.0693, -0.1566, -0.1504], [-0.1374, -0.1577, -0.1510], [-0.2089, 0.0998, 0.0852], [0.0814, 0.3242, 0.1348]]}